(1)
Density functional theory data (wB97M-V/def2-TZVPD) for a single C3H4O2S molecule in a non-equilibrium geometry.

Results
- relative energy (zero: lowest compared OMol25 entry of this formula, charge and spin) (eV) = 3.928
- charge = 0
- SMILES string = C=CC=S(=O)=O
- F_max (Eh/bohr) = 0.05296
- HOMO-LUMO gap (spin up / spin down) (eV) = 8.02 / 8.02
- E_tot (eV) = -18102.13688

Each line ends with the Löwdin charge.
Geometry (Å):
O (2.30, 1.34, -0.28)  -0.3095
S (2.38, -0.02, 0.10)  0.8074
C (-0.22, 0.88, 0.29)  0.0053
H (-0.81, -0.48, -1.11)  0.0896
C (-0.12, -0.20, -0.41)  -0.2641
H (0.55, 1.11, 1.00)  0.0491
C (1.08, -0.92, -0.46)  -0.2066
O (3.65, -0.67, 0.25)  -0.3113
H (1.03, -1.90, -0.11)  0.0752
H (-1.05, 1.53, 0.23)  0.0650

(2)
Density functional theory data (wB97M-V/def2-TZVPD) for 2 unconnected molecules or ions with the total composition C3H4O2S in a non-equilibrium geometry.

Results
- relative energy (zero: lowest compared OMol25 entry of this formula, charge and spin) (eV) = 7.184
- charge = 0
- F_max (Eh/bohr) = 0.08307
- HOMO-LUMO gap (spin up / spin down) (eV) = 8.35 / 7.20
- E_tot (eV) = -18098.88112

Each line ends with the Löwdin charge.
Geometry (Å):
C (2.08, 0.86, -2.30)  -0.1116
O (-0.75, -1.99, 0.12)  -0.3308
H (-2.08, -0.25, 1.58)  0.0360
C (-1.35, 0.32, 1.11)  -0.0948
H (-1.75, 0.76, 0.24)  0.0508
H (2.35, 1.24, -3.24)  -0.0118
H (-0.97, 1.07, 1.76)  0.0579
C (1.52, 0.05, -1.63)  -0.0392
O (0.98, -1.15, 1.67)  -0.3125
S (-0.01, -0.91, 0.68)  0.7560

(3)
Density functional theory data (wB97M-V/def2-TZVPD) for a molecular structure, C3H4O2S in a non-equilibrium geometry.

Results
- relative energy (zero: lowest compared OMol25 entry of this formula, charge and spin) (eV) = 4.899
- charge = 0
- F_max (Eh/bohr) = 0.19913
- HOMO-LUMO gap (eV) = 10.08
- E_tot (eV) = -18101.16663

Each line ends with the Löwdin charge.
Geometry (Å):
S (1.13, -0.25, -0.15)  0.8437
O (1.80, -1.41, -0.48)  -0.3045
H (-0.83, -0.95, -1.65)  0.1442
C (-0.52, -0.03, -0.97)  -0.2021
H (0.08, 0.21, 2.24)  0.1201
C (-0.03, -0.12, 1.18)  -0.1643
C (-1.09, 0.14, 0.43)  -0.1448
H (-0.61, 0.83, -1.59)  0.0827
H (-2.04, 0.42, 0.65)  0.0815
O (2.10, 1.16, 0.34)  -0.4565

(4)
Density functional theory data (wB97M-V/def2-TZVPD) for a molecular structure, C3H4O2S2 in a non-equilibrium geometry.

Results
- relative energy (zero: lowest compared OMol25 entry of this formula, charge and spin) (eV) = 1.845
- charge = 0
- F_max (Eh/bohr) = 0.08020
- HOMO-LUMO gap (eV) = 8.71
- E_tot (eV) = -28939.20860

Each line ends with the Löwdin charge.
Geometry (Å):
O (-0.87, 1.37, 1.07)  0.0099
S (2.21, -0.74, -0.26)  0.5577
H (0.97, -2.73, 0.20)  0.1058
H (-1.25, -0.94, 0.90)  0.1219
H (-0.67, 0.49, -2.00)  0.0535
H (-1.27, 2.13, 0.59)  0.1387
O (-1.06, 1.03, -1.26)  -0.2025
C (-0.17, 0.63, 0.24)  -0.7658
C (-0.26, -0.82, 0.47)  -0.1696
C (0.83, -1.60, 0.26)  -0.4773
S (1.54, 1.17, -0.21)  0.6277

(5)
Density functional theory data (wB97M-V/def2-TZVPD) for a single C3H4O2S2 molecule in a non-equilibrium geometry.

Results
- relative energy (zero: lowest compared OMol25 entry of this formula, charge and spin) (eV) = 0.516
- charge = 0
- SMILES string = O=COCC(=S)S
- F_max (Eh/bohr) = 0.02614
- HOMO-LUMO gap (eV) = 8.66
- E_tot (eV) = -28940.53755

Each line ends with the Löwdin charge.
Geometry (Å):
O (1.11, -0.01, -0.77)  -0.0895
H (2.91, 0.81, -0.48)  0.1570
C (2.14, 0.21, 0.05)  -0.3649
S (-2.65, -0.49, 0.30)  0.7662
O (2.19, -0.19, 1.17)  0.0802
S (-0.82, 1.97, 0.14)  0.7276
C (-1.12, 0.38, 0.03)  -1.1230
H (-3.49, 0.53, 0.47)  -0.1218
C (-0.06, -0.67, -0.32)  -0.2856
H (0.20, -1.25, 0.56)  0.1278
H (-0.41, -1.30, -1.14)  0.1261

(6)
Density functional theory data (wB97M-V/def2-TZVPD) for a single C3H4O3 molecule in a non-equilibrium geometry.

Results
- relative energy (zero: lowest compared OMol25 entry of this formula, charge and spin) (eV) = 2.867
- charge = 0
- SMILES string = O=C1OCCO1
- F_max (Eh/bohr) = 0.14213
- HOMO-LUMO gap (eV) = 11.29
- E_tot (eV) = -9315.83384

Each line ends with the Löwdin charge.
Geometry (Å):
C (-0.13, -0.73, -1.37)  -0.0901
O (0.60, 0.38, -0.87)  0.0222
H (-1.08, -0.29, -2.04)  0.1726
C (-0.76, -1.24, 0.04)  -0.1839
C (0.44, 0.57, 0.41)  -0.5259
H (-0.27, -2.28, 0.34)  0.1662
O (-0.54, -0.23, 0.89)  0.0516
O (0.57, 1.55, 1.18)  0.1051
H (-1.74, -1.34, -0.33)  0.0929
H (0.81, -1.26, -2.03)  0.1893

(7)
Density functional theory data (wB97M-V/def2-TZVPD) for a molecular structure, C3H4O3.

Results
- relative energy (zero: lowest compared OMol25 entry of this formula, charge and spin) (eV) = 1.404
- charge = 0
- F_max (Eh/bohr) = 0.01520
- HOMO-LUMO gap (eV) = 10.88
- E_tot (eV) = -9317.29617

Each line ends with the Löwdin charge.
Geometry (Å):
H (1.32, 0.73, 0.10)  0.1648
O (-0.02, 0.48, 1.66)  0.0150
C (-0.65, 0.67, -0.77)  -0.4322
C (0.19, -1.12, -0.31)  -0.0527
H (-0.55, -1.78, 0.14)  0.1332
O (-1.43, 1.54, -0.98)  0.1562
C (0.34, 0.27, 0.33)  -0.2579
O (-0.44, -0.49, -1.47)  0.0376
H (0.16, 1.40, 1.90)  0.1125
H (1.08, -1.69, -0.60)  0.1235

(8)
Density functional theory data (wB97M-V/def2-TZVPD) for a molecular structure, C3H4O3.

Results
- relative energy (zero: lowest compared OMol25 entry of this formula, charge and spin) (eV) = 1.354
- charge = 0
- F_max (Eh/bohr) = 0.01330
- HOMO-LUMO gap (eV) = 11.30
- E_tot (eV) = -9317.34693

Each line ends with the Löwdin charge.
Geometry (Å):
C (1.06, -0.48, -0.02)  -0.4418
C (-0.42, -0.25, -0.37)  -0.2466
H (-0.18, 2.03, -0.53)  0.1263
C (-0.10, 1.17, 0.14)  -0.0534
O (1.30, 0.81, 0.32)  0.0603
H (-0.56, 1.37, 1.11)  0.1308
H (-0.94, -1.91, 0.39)  0.1094
H (-0.73, -0.37, -1.41)  0.1578
O (-1.27, -1.01, 0.45)  0.0048
O (1.78, -1.43, 0.09)  0.1523

Copy entry 3 word for word.
Density functional theory data (wB97M-V/def2-TZVPD) for a molecular structure, C3H4O2S in a non-equilibrium geometry.

Results
- relative energy (zero: lowest compared OMol25 entry of this formula, charge and spin) (eV) = 4.899
- charge = 0
- F_max (Eh/bohr) = 0.19913
- HOMO-LUMO gap (eV) = 10.08
- E_tot (eV) = -18101.16663

Each line ends with the Löwdin charge.
Geometry (Å):
S (1.13, -0.25, -0.15)  0.8437
O (1.80, -1.41, -0.48)  -0.3045
H (-0.83, -0.95, -1.65)  0.1442
C (-0.52, -0.03, -0.97)  -0.2021
H (0.08, 0.21, 2.24)  0.1201
C (-0.03, -0.12, 1.18)  -0.1643
C (-1.09, 0.14, 0.43)  -0.1448
H (-0.61, 0.83, -1.59)  0.0827
H (-2.04, 0.42, 0.65)  0.0815
O (2.10, 1.16, 0.34)  -0.4565